{"formula": "N2", "method": "the ωB97M-V functional and the def2-TZVPD basis", "homo_energy_ev": -14.77, "lumo_ev": 1.7, "charge": 0, "fmax_ha_per_bohr": 0.078, "relative_energy_kcal_mol": 1.3, "species": ["N", "N"], "xyz": [[0.000000, 0.000000, 0.558438], [0.000000, 0.000000, -0.558438]], "atomic_forces_ev_per_a": [[0.00, 0.00, -4.00], [0.00, 0.00, 4.00]]}